12 unconnected molecules or ions with the total composition C42H68O18. Source: the OMol25 dataset; level of theory: wB97M-V/def2-TZVPD.

Calculated values
Relative energy (zero: lowest compared OMol25 entry of this formula, charge and spin), kJ/mol: 1931.14
Net charge: 0
Total energy, Ha: -2994.8120

Positions of all 128 atoms, in Å:
O1 -2.00706 0.71870 0.53756
C1 -1.00702 -0.00603 0.17050
C2 -0.42602 -1.04464 0.94848
C3 0.80251 -1.85220 0.43544
O2 1.33946 -2.84916 1.25182
C4 1.51064 -1.44569 -0.73941
O3 2.55753 -2.07688 -1.19490
C5 0.93596 -0.37071 -1.44422
C6 -0.27058 0.38392 -1.06308
O4 -0.61065 1.45973 -1.72372
H1 -0.85515 -1.25219 2.13300
H2 0.68035 -2.92143 2.05857
H3 1.63145 -0.05433 -2.27470
H4 -1.19895 2.03818 -1.18358
O5 2.26079 0.96007 1.14396
C7 1.51697 2.07387 1.22300
C8 0.46904 2.15415 2.15448
C9 -0.51790 3.39111 2.20070
O6 -1.53004 3.43205 3.09323
C10 -0.30530 4.55246 1.31480
O7 -1.07225 5.47631 1.36475
C11 0.81623 4.36867 0.38775
C12 1.62169 3.11864 0.34897
O8 2.57718 3.12016 -0.66138
H5 0.26542 1.41493 2.86871
H6 -1.23127 2.70219 3.71825
H7 1.00106 5.09433 -0.30407
H8 3.14614 2.40242 -0.52369
C13 -2.62830 2.47850 -4.21785
C14 -3.33979 2.12978 -5.52292
C15 -4.52876 2.97738 -5.87376
O9 -2.91883 1.23860 -6.19997
H9 -3.37125 2.19725 -3.33239
H10 -2.51640 3.67997 -4.34916
H11 -1.75820 2.02118 -4.18479
H12 -4.73830 3.55119 -4.92777
H13 -5.39102 2.38536 -6.27162
H14 -4.38378 3.84334 -6.64024
C16 1.33462 -5.02068 3.81099
C17 0.02213 -4.25717 4.02816
C18 -1.04285 -4.94792 4.90818
O10 -0.19777 -3.18253 3.55002
H15 2.19967 -4.50701 3.68161
H16 1.08570 -5.78295 3.05432
H17 1.55426 -5.46766 4.76764
H18 -0.46135 -5.38328 5.81116
H19 -1.52897 -5.79224 4.50499
H20 -1.80629 -4.17861 5.16858
C19 -5.03849 -0.46412 1.13954
C20 -5.29909 1.04100 1.54947
C21 -4.25869 1.92016 2.04033
O11 -6.58690 1.41080 1.62544
H21 -4.09035 -0.75081 0.49015
H22 -5.93605 -0.97366 0.72435
H23 -4.76866 -0.92160 2.10837
H24 -4.57592 2.70388 2.77395
H25 -3.91333 2.51910 1.27226
H26 -3.47795 1.32781 2.44597
C22 0.68647 -7.99046 -0.32354
C23 -0.28522 -6.91157 0.18012
C24 0.02826 -5.44227 -0.25849
O12 -1.35817 -7.18309 0.78400
H27 0.31364 -8.95874 0.24594
H28 1.70433 -7.68897 0.22418
H29 0.79149 -8.01389 -1.48231
H30 0.98207 -5.22683 -0.06139
H31 -0.68201 -4.65236 0.23026
H32 -0.16568 -5.51886 -1.35773
C25 7.39547 1.52965 -0.83770
C26 6.07535 0.97725 -0.41357
C27 5.38658 -0.04563 -1.33300
O13 5.59605 1.46449 0.54965
H33 8.01673 2.05121 -0.04436
H34 7.44384 2.23463 -1.63470
H35 8.18618 0.82322 -1.26378
H36 4.56069 -0.16582 -0.59806
H37 6.03632 -1.01825 -1.21295
H38 5.36472 0.14144 -2.26433
C28 1.18074 1.95203 -5.25270
C29 2.05751 2.53796 -4.10049
C30 1.84005 3.97034 -3.74498
O14 2.75849 1.80640 -3.49875
H39 1.86372 1.37848 -5.97065
H40 0.71038 2.67958 -5.89954
H41 0.33558 1.44302 -4.71394
H42 2.19177 4.69176 -4.45909
H43 2.17219 4.29998 -2.65807
H44 0.66195 4.19441 -3.80403
C31 -0.18574 -3.62139 -3.45109
C32 -1.35468 -2.85253 -3.32121
C33 -1.50354 -1.47141 -3.96575
O15 -2.33894 -3.13240 -2.54806
H45 -0.51867 -4.39167 -3.61622
H46 0.42423 -3.64147 -2.51236
H47 0.40803 -3.43021 -4.39840
H48 -2.23371 -0.69805 -3.48336
H49 -1.58067 -1.56244 -4.93669
H50 -0.42504 -0.97027 -4.03040
C34 5.12695 -2.78182 1.67390
C35 5.08800 -1.83418 2.76689
C36 4.13258 -0.70320 2.73275
O16 5.65219 -2.01294 3.85115
H51 5.80058 -3.61823 1.87269
H52 5.59587 -2.32543 0.91016
H53 4.09338 -3.37995 1.38135
H54 3.02633 -0.89933 2.95053
H55 4.16893 -0.24913 1.80128
H56 4.64204 0.29014 3.32368
C37 -1.86246 5.54197 -2.16664
C38 -2.78057 4.61683 -1.34563
C39 -3.94037 5.33056 -0.79641
O17 -2.55219 3.43084 -1.13263
H57 -2.37326 5.73914 -3.01172
H58 -1.00112 5.14121 -2.54727
H59 -1.45647 6.35830 -1.65897
H60 -4.63747 4.73206 -0.35644
H61 -4.58550 5.89927 -1.52928
H62 -3.58586 5.95590 -0.05245
C40 -2.09513 0.67211 6.98891
C41 -1.94735 0.51310 5.52271
C42 -2.28548 -0.81847 4.91500
O18 -1.55700 1.35353 4.77758
H63 -3.12577 1.05014 7.23343
H64 -0.97368 1.26562 7.40233
H65 -1.98292 -0.10778 7.56172
H66 -3.13964 -1.19123 5.08009
H67 -1.41547 -1.41788 5.22314
H68 -2.30917 -0.92216 3.68946

Force components x, y, z for each atom (eV/Å):
3.05 -2.30 -1.31
-2.43 2.23 1.53
3.10 -4.02 1.75
-4.18 0.67 6.40
-2.61 2.11 -0.55
3.33 -2.32 -2.99
-3.63 2.09 2.11
-2.27 3.51 -0.99
4.72 -2.65 -1.24
-0.08 0.28 0.10
1.32 0.46 -3.98
1.49 0.15 -1.34
-1.33 0.04 0.72
-0.43 -0.21 -0.30
-2.58 4.97 -0.18
1.43 -7.73 2.76
-4.09 5.63 0.32
2.55 -5.29 1.64
2.90 -0.84 -0.88
0.84 -1.22 -1.03
-0.37 1.08 -0.22
1.57 -5.61 1.79
-0.09 8.46 -4.95
-3.00 1.66 1.65
-0.08 -1.10 0.68
-1.42 0.59 -0.20
0.61 1.77 -1.78
1.52 -2.26 0.36
-6.12 4.33 0.00
0.62 0.43 0.49
-0.97 2.04 -0.25
0.08 -0.88 -0.90
1.83 0.87 -1.66
-0.07 -2.70 0.98
4.10 -2.14 0.51
-0.59 -0.69 -0.92
0.73 0.43 0.64
0.38 -1.76 1.07
-3.28 -1.53 1.16
0.21 -1.97 0.60
1.82 1.26 1.83
-0.24 1.42 -0.79
2.15 2.15 -1.45
0.54 0.12 0.27
-0.23 -0.95 0.26
-1.20 0.98 -1.09
-0.41 -0.92 -1.06
0.63 -0.69 0.09
1.57 0.25 -0.45
-7.82 -0.51 -0.18
-0.60 0.68 2.10
6.50 -1.79 -0.63
-1.94 1.23 1.09
0.58 0.73 0.40
-0.31 -0.06 -0.17
-0.33 -1.06 -0.34
1.22 0.87 -2.01
1.06 -0.26 0.24
0.68 -0.39 2.14
-3.19 0.55 0.48
-5.27 -1.32 -0.10
3.53 0.54 -1.49
0.88 1.64 -1.86
-1.80 -0.77 -1.61
-0.16 -0.14 2.26
3.87 1.04 0.50
1.18 -1.69 -1.00
0.25 0.52 0.79
4.33 -0.55 0.28
2.10 0.46 -3.39
1.97 -3.00 10.17
-1.83 0.21 2.17
-1.32 -0.62 -0.35
-1.07 0.80 -0.81
-1.37 0.01 0.62
-0.77 -0.59 -1.91
-1.12 1.60 -0.24
-0.99 1.75 -6.63
0.87 -0.02 -0.08
-2.13 0.80 -1.88
-2.69 1.84 2.51
1.78 -1.38 1.35
-1.24 0.03 1.45
-0.12 0.59 0.10
1.03 -0.26 -0.82
0.61 0.08 -0.53
-0.43 -1.04 -2.39
2.35 -0.73 0.25
8.34 11.66 1.37
-6.46 4.42 3.58
3.01 2.26 4.76
3.57 -0.35 -2.37
-5.61 -15.28 -2.42
-0.36 0.24 -0.99
-0.31 0.50 1.40
1.21 -1.96 -0.90
-1.45 -0.52 -5.29
-1.88 -0.80 0.81
-2.35 -4.63 0.65
-1.25 -0.10 4.52
0.47 3.33 1.71
0.39 -0.34 -1.51
0.06 0.09 0.60
0.82 1.65 -3.46
2.31 2.35 0.55
1.79 0.08 0.04
-0.47 0.54 -2.23
-1.77 -3.08 -0.80
-0.34 -2.00 2.38
1.64 -0.53 -0.35
-1.14 0.80 -2.50
-0.19 1.16 -0.16
-2.11 1.61 -2.72
2.20 -2.15 -0.60
-0.38 1.80 1.07
-1.61 -2.24 1.37
1.30 -0.20 0.42
0.78 1.72 1.40
2.46 5.75 -0.65
-1.21 -1.96 -0.72
6.46 1.68 -4.48
1.05 2.17 -0.55
1.32 0.57 -0.14
-3.97 -0.76 -1.24
0.31 -5.06 2.37
-6.35 -3.03 2.48
-0.60 -0.52 0.01
0.58 1.11 2.93

Löwdin atomic charge list, values in e, 6 entries: O 0.022; C -0.335; C 0.090; C -0.116; O 0.012; C -0.368